one) DFT (ωB97M-V/def2-TZVPD) results for a gas-phase ion, C2H5N2O (charge +1).

Positions of all 10 atoms, in Å:
C  -1.2182  0.2458  0.2523
C  0.1714  -0.5865  -0.1971
N  -2.3529  0.3527  0.0765
N  1.3807  0.4190  0.3024
O  0.1870  -1.7757  0.1998
H  0.2288  -0.2734  -1.3265
H  -3.2937  0.1863  -0.4370
H  1.5382  0.2143  1.3432
H  1.2553  1.4093  0.0561
H  2.1033  -0.1917  -0.2697

Results
M = 73.1 g/mol
Spin multiplicity = 3
Charge = +1

Mulliken atomic charge list, values in e, 6 entries: C -0.265; C 0.219; N -0.134; N -0.461; O -0.209; H 0.336



two) DFT (ωB97M-V/def2-TZVPD) results for a gas-phase ion, C2H5N2O (charge +1).

Positions of all 10 atoms, in Å:
C  -0.9152  -0.2958  0.2067
C  1.4632  0.0777  0.0015
N  -2.1071  0.0701  0.1327
N  0.1379  0.5101  -0.1775
O  -3.2435  0.0549  -0.0151
H  -0.4956  -1.2239  0.5604
H  1.9350  -0.1712  -0.9946
H  1.4017  -0.9559  0.4151
H  2.0317  0.6902  0.6858
H  -0.2080  1.2438  -0.8148

Results
M = 73.1 g/mol
Spin multiplicity = 3
Charge = +1

Mulliken atomic charge list, values in e, 6 entries: C 0.087; C -0.664; N 0.417; N -0.086; O -0.293; H 0.325



Most stable: two) (next structure +0.0623 hartree)



one) DFT (ωB97M-V/def2-TZVPD) results for 11 unconnected molecules or ions with the total composition C22H66O22.

Positions of all 110 atoms, in Å:
C  -0.7480  0.0482  0.9079
C  -0.9382  0.3273  -0.6047
O  0.2151  0.9332  -1.1304
O  -0.7400  1.2808  1.5616
H  0.2233  -0.4351  1.0130
H  -1.5065  -0.5923  1.3579
H  -1.8538  0.9135  -0.6840
H  -1.2636  -0.5754  -1.1218
H  0.2624  0.9159  -2.0890
H  -1.4989  1.4112  2.1349
C  3.0964  2.8211  -5.0752
C  2.6024  2.2958  -3.7273
O  1.6381  1.3505  -4.0596
O  2.0738  3.6978  -5.6646
H  3.3949  2.0402  -5.7746
H  3.9972  3.4332  -5.0316
H  2.1156  3.0376  -3.0942
H  3.4403  1.8272  -3.2110
H  1.1479  1.6671  -4.8218
H  2.4217  4.5925  -5.6595
C  0.9654  1.2603  4.5819
C  0.6589  0.9953  6.0793
O  1.9203  0.5637  6.6828
O  1.6632  2.4566  4.4761
H  0.0114  1.3867  4.0701
H  1.5440  0.4062  4.2300
H  -0.0301  0.1887  6.3296
H  0.1795  1.8547  6.5480
H  2.4616  1.3472  6.8039
H  2.5318  2.3076  4.8567
C  -5.5276  -0.0223  -3.8035
C  -4.1603  -0.6131  -3.9559
O  -3.4839  -1.0501  -2.7369
O  -6.4432  -1.0112  -3.3667
H  -5.9088  0.4899  -4.6869
H  -5.6105  0.7895  -3.0809
H  -3.5647  0.1651  -4.4331
H  -4.2243  -1.4404  -4.6627
H  -2.6129  -1.3896  -2.9550
H  -6.0772  -1.3647  -2.5526
C  -0.4997  -2.4876  4.9096
C  1.0527  -2.8474  4.6921
O  1.5266  -2.2608  3.5472
O  -0.9729  -3.1329  6.0751
H  -1.1568  -2.7168  4.0708
H  -0.6916  -1.4203  5.0201
H  1.2745  -3.9082  4.8086
H  1.6279  -2.4554  5.5310
H  0.9814  -2.5361  2.8065
H  -0.5909  -2.6400  6.8049
C  2.6937  3.4439  0.0163
C  1.4656  3.8439  0.8848
O  0.2156  3.5798  0.1941
O  2.6854  2.0366  -0.3528
H  3.5574  3.6776  0.6388
H  2.7830  4.0425  -0.8903
H  1.6170  4.8650  1.2348
H  1.5139  3.1916  1.7568
H  0.0254  2.6666  0.4210
H  1.8014  1.7505  -0.5941
C  4.5330  -0.9736  2.9111
C  3.8237  0.0981  2.1012
O  3.9945  -0.0265  0.6897
O  4.1701  -0.8495  4.3319
H  5.6109  -0.8595  2.7964
H  4.1791  -1.9345  2.5376
H  4.2075  1.1164  2.1643
H  2.7452  0.2131  2.2089
H  3.5056  0.7272  0.3516
H  3.3103  -1.2668  4.2412
C  -3.1800  -3.1878  -0.2463
C  -4.2364  -3.6793  -1.2610
O  -5.0597  -4.6855  -0.7139
O  -3.5065  -1.8434  0.2163
H  -2.2426  -2.9633  -0.7552
H  -3.0844  -3.8874  0.5841
H  -3.7715  -4.1853  -2.1072
H  -4.9221  -2.9504  -1.6930
H  -5.3740  -5.1764  -1.4767
H  -3.7047  -1.3481  -0.5818
C  -3.2774  3.8651  2.4162
C  -3.5292  2.7989  3.4615
O  -2.9939  1.4611  3.1588
O  -4.3291  3.9162  1.5361
H  -2.3806  3.7190  1.8140
H  -3.1847  4.8716  2.8242
H  -4.5875  2.5985  3.6285
H  -3.1506  3.2104  4.3971
H  -3.7145  0.8966  2.8694
H  -4.1106  3.5113  0.6936
C  0.6017  -2.1581  -4.9587
C  -0.7340  -1.6093  -4.5138
O  -1.1008  -2.2298  -3.2785
O  0.6252  -3.5924  -4.8773
H  1.4074  -1.8527  -4.2911
H  0.9406  -1.8617  -5.9514
H  -1.4900  -1.6454  -5.2982
H  -0.5902  -0.5611  -4.2520
H  -0.7845  -3.1348  -3.3308
H  1.5231  -3.9317  -4.8902
C  3.7699  -1.0071  -2.3616
C  2.6954  -1.9023  -1.7374
O  2.4806  -3.2042  -2.3816
O  3.5674  -0.7377  -3.7339
H  4.7108  -1.5546  -2.4174
H  3.9431  -0.1033  -1.7775
H  1.7237  -1.4194  -1.8409
H  3.0063  -1.9870  -0.6962
H  1.7738  -3.6503  -1.9093
H  2.9084  -0.0458  -3.8265

Results
M = 682.7 g/mol
Spin multiplicity = 2
Charge = +1

Mulliken atomic charge list, values in e, 6 entries: C -0.238; C -0.185; O 0.212; O 0.072; H -0.078; H 0.537



two) DFT (ωB97M-V/def2-TZVPD) results for 11 unconnected molecules or ions with the total composition C22H66O22.

Positions of all 110 atoms, in Å:
C  -5.6948  2.1927  -0.6098
C  -4.3611  1.9299  -1.1508
O  -3.5019  1.3740  -0.0982
O  -5.8801  3.5479  -0.0900
H  -5.9067  1.5317  0.2306
H  -6.3949  2.0274  -1.4287
H  -3.7867  2.8042  -1.4570
H  -4.3686  1.2346  -1.9902
H  -3.6789  1.8925  0.6901
H  -5.1294  3.8305  0.4374
C  -1.9946  -2.7345  -3.8514
C  -1.2583  -4.0296  -3.5507
O  -1.2292  -4.7751  -4.7666
O  -1.1747  -1.7226  -4.4557
H  -2.3120  -2.3135  -2.8974
H  -2.9605  -2.8737  -4.3370
H  -1.8142  -4.6670  -2.8631
H  -0.1920  -3.9878  -3.3285
H  -2.1447  -4.8620  -5.0419
H  -0.2840  -2.0195  -4.6560
C  0.3575  -3.7773  3.8801
C  0.8322  -5.1380  3.2634
O  2.1478  -5.3705  3.8682
O  1.0940  -2.6967  3.4618
H  0.3422  -3.9636  4.9540
H  -0.6741  -3.5303  3.6290
H  0.8257  -5.0983  2.1741
H  0.2396  -5.9869  3.6044
H  2.2039  -6.3282  3.8335
H  1.9766  -2.9743  3.7179
C  3.9886  3.0692  -0.7137
C  5.0379  3.8654  0.0804
O  5.3243  5.2031  -0.3985
O  2.6854  3.5446  -0.3972
H  3.9990  2.0087  -0.4622
H  4.2117  3.2138  -1.7708
H  5.9038  3.2042  0.0458
H  4.9475  3.8400  1.1663
H  4.6477  5.7297  0.0333
H  2.1123  2.7777  -0.4687
C  0.1082  -0.7623  0.2172
C  -0.2584  0.2526  -0.9525
O  0.9376  0.8936  -1.3945
O  0.6373  -0.1261  1.3270
H  0.9754  -1.3331  -0.1148
H  -0.7115  -1.4005  0.5471
H  -0.9297  1.0402  -0.6103
H  -0.5961  -0.2979  -1.8306
H  1.2067  0.5488  -2.2491
H  0.7208  -0.7190  2.0774
C  2.2000  2.9285  -4.6559
C  1.7010  2.7337  -6.1756
O  2.8367  2.8014  -7.0444
O  2.8822  1.7751  -4.2185
H  1.3000  2.9738  -4.0425
H  2.9576  3.6788  -4.4300
H  0.9758  3.4348  -6.5890
H  1.1712  1.7852  -6.2639
H  2.6844  2.7359  -7.9900
H  3.6653  2.0058  -3.7134
C  -2.2824  -5.2639  0.8685
C  -3.3768  -4.7136  0.0173
O  -3.1701  -3.3438  -0.3615
O  -0.9307  -5.0025  0.3241
H  -2.3751  -6.3499  0.8780
H  -2.0540  -4.8122  1.8338
H  -4.2016  -4.8655  0.7135
H  -3.3207  -5.2653  -0.9212
H  -4.0093  -3.1317  -0.7768
H  -0.6320  -4.1013  0.4660
C  -1.3262  1.0386  5.5924
C  -1.0546  2.3262  6.4319
O  -1.3323  3.4922  5.8158
O  -0.4582  1.0282  4.4519
H  -2.3499  0.9459  5.2297
H  -1.0669  0.2320  6.2782
H  -0.0036  2.5472  6.6180
H  -1.5558  2.2570  7.3974
H  -0.4937  3.5944  5.3598
H  -0.7465  0.3462  3.8409
C  4.6737  -0.8561  -4.5018
C  5.7578  0.0928  -3.9568
O  5.3640  1.3488  -3.4653
O  3.8031  -0.9823  -3.3860
H  5.1645  -1.6892  -5.0050
H  4.1274  -0.1750  -5.1544
H  6.5817  0.2802  -4.6453
H  6.1955  -0.3636  -3.0690
H  6.1254  1.9330  -3.4400
H  3.4725  -0.0942  -3.2328
C  -4.2817  -1.4509  2.7661
C  -2.8009  -1.7542  2.9580
O  -2.1969  -0.5554  2.8108
O  -4.7553  -1.4109  1.3975
H  -4.5329  -0.5037  3.2436
H  -4.8826  -2.2508  3.1986
H  -2.4134  -2.5547  2.3278
H  -2.6303  -2.1370  3.9642
H  -1.9018  -0.3576  1.9189
H  -4.3327  -0.5872  1.1436
C  0.6308  3.0783  2.3150
C  0.5102  4.5660  1.8996
O  1.6014  5.3876  1.9647
O  0.9181  3.0659  3.7798
H  1.4524  2.6213  1.7633
H  -0.2539  2.5446  1.9677
H  -0.2859  5.0529  2.4629
H  0.1765  4.5599  0.8620
H  2.1271  5.1070  2.7174
H  0.7255  2.2043  4.1569

Results
M = 682.7 g/mol
Spin multiplicity = 2
Charge = +1

Mulliken atomic charge list, values in e, 6 entries: C -0.350; C -0.485; O -0.454; O -0.526; H 0.221; H 0.352



Most stable: one) (next structure +0.0852 hartree)



one) DFT (ωB97M-V/def2-TZVPD) results for a gas-phase ion, C2H5N2O2 (charge +1).

Positions of all 11 atoms, in Å:
C  -0.2834  0.3937  0.3615
C  0.7608  -0.8070  -0.0647
N  0.3236  1.5930  -0.1052
N  1.9654  -0.2190  -0.1150
O  2.9901  -0.5749  0.0983
O  1.5738  1.6586  0.0647
H  -1.2988  0.1602  0.0148
H  -0.1447  0.2635  1.4862
H  0.5787  -1.6598  0.7016
H  0.4235  -1.0930  -1.0927
H  -0.1881  1.9388  -0.9482

Results
M = 89.1 g/mol
SMILES = O=NCC[NH+]=O
Charge = +1

Mulliken atomic charge list, values in e, 6 entries: C -0.526; C -0.371; N 0.134; N 0.562; O -0.215; O -0.304



two) DFT (ωB97M-V/def2-TZVPD) results for a gas-phase ion, C2H5N2O2 (charge +1).

Positions of all 11 atoms, in Å:
C  -0.5899  0.6934  -0.4503
C  -0.6062  -0.3806  0.5504
N  0.4001  1.0173  -1.1823
N  0.7093  -1.0514  0.8911
O  0.7154  -1.6729  1.9002
O  1.6152  -0.9007  0.1086
H  1.2894  0.4899  -1.0696
H  -1.5272  1.2403  -0.5600
H  -1.0663  -0.0293  1.4882
H  -1.2899  -1.1698  0.1957
H  0.3500  1.7637  -1.8719

Results
M = 89.1 g/mol
SMILES = [NH2+]=CC[N+](=O)[O-]
Charge = +1

Mulliken atomic charge list, values in e, 6 entries: C 0.157; C -0.566; N -0.148; N 1.005; O -0.465; O -0.637



Most stable: two) (next structure +0.1404 hartree)



one) DFT (ωB97M-V/def2-TZVPD) results for 2 unconnected molecules or ions with the total composition C3H4Cl2Si.

Positions of all 10 atoms, in Å:
C  -0.6672  -2.3043  -1.1134
C  0.0361  -1.4663  -0.6049
C  -0.3739  1.3143  0.2504
Si  0.8157  -0.1693  0.5009
Cl  -0.6390  2.1096  -1.2467
Cl  0.3010  2.7116  1.3972
H  -1.2214  -3.0615  -1.5670
H  -1.3963  0.9009  0.5913
H  2.4782  0.5560  -0.1543
H  0.6667  -0.5910  1.9464

Results
M = 139.1 g/mol

Mulliken atomic charge list, values in e, 6 entries: C 0.423; C -0.824; C -0.155; Si 0.214; Cl -0.118; Cl -0.209



two) DFT (ωB97M-V/def2-TZVPD) results for C3H4Cl2Si in the gas phase.

Positions of all 10 atoms, in Å:
C  -0.2356  1.3794  1.1375
C  0.0501  0.4064  0.3076
C  -0.3671  -0.0728  1.6476
Si  0.5670  -0.4452  -1.7924
Cl  0.3992  -2.4506  -1.3903
Cl  -0.8629  0.1018  -3.0501
H  -0.5260  2.3882  1.1560
H  0.3674  -0.3649  2.3604
H  -1.4127  -0.5703  1.9132
H  2.0204  -0.3720  -2.2895

Results
M = 139.1 g/mol
SMILES = Cl[SiH](Cl)C1=CC1

Mulliken atomic charge list, values in e, 6 entries: C -0.148; C -0.268; C -0.463; Si 0.638; Cl -0.231; Cl -0.155



Most stable: two) (next structure +0.0792 hartree)